Computed, not measured: a molecular structure, C25H24N3O6PPdS, with wB97M-V/def2-TZVPD.

Calculated values
2S+1: 5
Strongest force on any atom, Eh/bohr: 0.0132
Molecular weight, Da: 631.9
Net charge: +2
Energy, Ha: -2449.5291

The geometry in XYZ format:
```
61
Properties=species:S:1:pos:R:3:forces:R:3
Pd 1.824 0.351 0.239 -0.018 -0.176 0.300
N 1.249 -1.422 1.611 -0.524 0.106 -0.420
C -0.094 -1.949 1.454 0.387 -0.013 0.311
C -0.714 -2.604 2.497 -0.024 -0.177 0.202
C -1.987 -3.138 2.315 0.044 0.024 0.050
C -2.634 -3.012 1.093 -0.022 0.012 -0.016
C -2.023 -2.317 0.060 -0.165 -0.036 0.019
C -0.750 -1.784 0.243 -0.044 0.142 -0.080
P 0.002 -0.740 -0.989 -0.313 -0.230 -0.256
C -1.239 0.210 -1.839 0.097 0.241 -0.025
C -1.872 -0.356 -2.949 -0.033 0.110 -0.094
C -2.881 0.355 -3.582 -0.030 0.051 -0.027
C -3.230 1.626 -3.132 -0.010 -0.062 -0.031
C -2.575 2.200 -2.047 -0.014 0.000 -0.019
C -1.578 1.492 -1.397 -0.033 -0.035 0.003
C 0.935 -1.706 -2.160 0.327 0.446 0.024
C 1.894 -0.947 -3.045 0.053 -0.100 0.083
C 2.846 -1.822 -3.790 0.025 0.192 0.107
C 2.617 -3.153 -3.904 -0.121 -0.212 0.115
C 1.561 -3.786 -3.210 0.019 0.038 0.025
C 0.774 -3.047 -2.288 0.104 -0.370 -0.074
H 1.935 -1.992 1.128 0.122 -0.351 0.046
H 1.520 -1.369 2.584 0.020 0.155 0.135
H -0.204 -2.719 3.450 -0.078 -0.007 -0.105
H -2.470 -3.655 3.136 0.037 0.028 -0.065
H -3.621 -3.431 0.950 0.046 0.015 0.022
H -2.551 -2.167 -0.876 0.052 -0.007 0.054
H -1.580 -1.333 -3.320 -0.024 0.055 0.046
H -3.384 -0.078 -4.438 0.021 0.046 0.068
H -4.013 2.178 -3.640 0.067 -0.043 0.026
H -2.833 3.201 -1.720 0.017 -0.085 -0.031
H -1.059 1.943 -0.556 -0.044 -0.044 -0.060
H 1.320 -0.382 -3.787 -0.016 0.256 -0.015
H 3.685 -1.344 -4.282 -0.125 -0.012 -0.017
H 3.278 -3.751 -4.516 -0.009 -0.017 0.009
H 1.401 -4.850 -3.316 0.004 0.040 0.024
H 0.059 -3.570 -1.660 0.047 -0.009 -0.081
O 4.954 -0.522 -2.080 -0.055 -0.096 0.044
S 3.818 -0.143 -1.343 0.108 0.435 0.076
O 2.547 0.156 -2.293 -0.114 -0.374 -0.355
O 3.811 1.114 -0.578 0.195 -0.167 -0.237
O 3.246 -1.194 -0.414 0.083 0.302 0.095
O -2.042 0.768 1.837 -0.143 0.015 0.187
C -2.151 1.484 3.071 -0.006 0.040 -0.057
N -2.215 2.906 2.918 0.082 0.171 -0.048
C -1.166 3.788 2.885 -0.069 0.099 -0.217
O -1.306 4.988 2.886 -0.065 -0.218 0.115
C 0.225 3.223 2.779 0.034 0.127 0.140
C 1.272 3.889 3.407 0.037 0.138 0.032
C 2.571 3.435 3.253 0.027 0.156 0.144
C 2.810 2.345 2.443 -0.068 -0.138 -0.177
N 1.795 1.728 1.830 -0.196 -0.130 -0.024
C 0.526 2.134 1.993 0.273 -0.149 -0.018
H -2.889 0.792 1.380 -0.078 0.005 -0.027
H -1.268 1.213 3.639 0.044 -0.060 0.083
H -3.027 1.167 3.629 -0.126 -0.121 -0.001
H -3.116 3.361 2.948 -0.056 0.020 0.032
H 1.052 4.770 3.999 0.007 -0.032 0.001
H 3.402 3.927 3.738 -0.028 0.001 -0.004
H 3.806 1.967 2.261 0.044 -0.035 -0.066
H -0.263 1.569 1.495 0.227 0.039 0.028
```
Forces are in eV/Å.

Computed, not measured: a single C25H24N6OS2 molecule in a non-equilibrium geometry, with wB97M-V/def2-TZVPD.

Calculated values
2S+1: 1
Strongest force on any atom, Eh/bohr: 0.0245
Energy relative to the best compared isomer or geometry (same formula, charge and spin), kcal per mole: 24.81
Molecular weight, Da: 488.6
Net charge: 0
Energy, Ha: -2167.2273

The geometry in XYZ format:
```
58
Properties=species:S:1:pos:R:3:forces:R:3
C 3.446 5.208 -0.707 0.049 0.069 -0.004
C 2.390 4.639 -0.159 -0.091 -0.106 -0.022
C 1.542 3.605 -0.838 0.001 0.251 -0.175
N 1.307 2.468 0.020 0.079 0.159 -0.134
C 0.116 2.122 0.540 -0.969 -0.541 0.598
N -1.052 2.707 0.351 0.502 0.077 -0.225
C -2.047 2.046 0.938 0.183 0.218 -0.016
N -1.954 0.978 1.718 -0.659 0.286 0.519
N -0.794 0.413 1.936 1.023 -0.350 0.165
C 0.254 0.938 1.342 -0.499 0.756 -0.442
C 1.637 0.574 1.276 0.412 0.007 -0.052
C 2.382 -0.456 1.830 0.032 0.177 -0.113
C 3.733 -0.508 1.542 0.043 -0.115 0.137
C 4.328 0.440 0.714 -0.020 0.051 -0.053
C 3.601 1.476 0.153 0.064 0.073 -0.106
C 2.249 1.542 0.443 0.119 -0.595 0.395
H 4.074 2.211 -0.479 0.058 0.075 -0.049
H 5.385 0.368 0.506 0.089 0.005 -0.018
H 4.342 -1.291 1.968 0.043 -0.074 0.028
H 1.906 -1.184 2.468 -0.049 -0.116 0.083
S -3.684 2.580 0.581 -0.463 -0.074 -0.060
C -4.434 0.905 0.330 0.216 0.599 0.068
C -3.379 0.116 -0.414 -0.396 -0.351 0.142
O -2.923 0.457 -1.486 -0.307 0.163 -0.032
N -2.912 -0.996 0.223 -0.071 -0.519 -0.161
C -1.702 -1.546 -0.150 0.159 -0.104 -0.156
C -1.012 -2.532 0.520 -0.021 0.679 -0.963
C -1.520 -3.191 1.646 -0.193 -0.199 0.398
N -1.948 -3.735 2.563 -0.179 -0.172 0.349
C 0.268 -2.786 -0.064 0.064 0.088 -0.205
C 0.507 -1.995 -1.139 -0.410 0.164 0.237
S -0.821 -0.918 -1.493 0.631 -0.606 0.185
C 1.760 -2.017 -1.943 0.108 -0.050 -0.148
C 2.489 -3.341 -1.705 0.107 0.201 0.087
C 2.608 -3.611 -0.207 -0.103 -0.189 -0.091
C 1.228 -3.828 0.414 0.124 0.012 0.009
H 0.844 -4.814 0.133 0.021 -0.025 0.090
H 1.288 -3.807 1.505 -0.017 -0.064 0.024
H 3.088 -2.753 0.267 0.050 -0.025 0.017
H 3.229 -4.490 -0.032 0.045 0.034 0.047
H 1.930 -4.152 -2.176 0.004 -0.056 -0.071
H 3.479 -3.301 -2.160 -0.010 -0.043 -0.049
H 2.403 -1.183 -1.639 0.038 0.011 -0.059
H 1.531 -1.886 -3.003 0.067 0.029 -0.034
H -3.247 -1.240 1.147 0.023 0.227 -0.080
C -5.705 1.060 -0.496 0.055 -0.094 0.010
C -6.417 -0.279 -0.651 0.035 0.220 0.011
H -6.686 -0.688 0.321 -0.053 -0.091 0.073
H -5.779 -0.995 -1.164 0.015 -0.120 -0.059
H -7.326 -0.152 -1.233 -0.089 -0.073 -0.051
H -6.361 1.781 -0.007 0.000 0.050 -0.019
H -5.432 1.455 -1.476 -0.007 0.071 0.048
H -4.639 0.478 1.313 0.006 -0.070 -0.113
H 0.555 4.021 -1.065 0.128 -0.098 -0.058
H 2.012 3.270 -1.769 -0.092 0.048 0.032
H 2.071 4.904 0.841 -0.003 0.088 0.141
H 4.020 5.958 -0.192 0.066 0.156 0.139
H 3.774 4.956 -1.703 0.041 -0.121 -0.211
```
Forces are in eV/Å.

Computed, not measured: a molecular structure, C25H25BBrFeIN4OS2, with wB97M-V/def2-TZVPD.

Calculated values
2S+1: 5
Strongest force on any atom, Eh/bohr: 0.0047
Energy relative to the best compared isomer or geometry (same formula, charge and spin), kcal per mole: 13.43
Molecular weight, Da: 735.1
Net charge: +2
Energy, Ha: -6217.8880

The geometry in XYZ format:
```
61
Properties=species:S:1:pos:R:3:forces:R:3
Fe 0.096 0.827 -1.213 0.064 -0.002 -0.019
S -0.585 -1.204 -0.462 0.054 0.026 -0.042
C 0.062 -1.297 1.113 -0.009 -0.016 -0.009
N -0.317 -2.209 1.965 -0.073 0.068 0.042
C 0.179 -2.185 3.351 0.019 -0.009 -0.023
C 1.629 -1.806 3.348 -0.050 0.035 0.037
N 1.794 -0.539 2.630 0.062 -0.066 -0.032
C 2.821 0.375 3.190 0.030 -0.038 -0.009
C 2.289 1.059 4.422 0.016 -0.008 0.013
C 1.338 2.071 4.312 0.004 0.006 -0.001
C 0.835 2.676 5.452 -0.006 -0.005 -0.001
C 1.279 2.276 6.707 0.000 -0.001 0.001
C 2.232 1.276 6.821 -0.006 -0.003 0.002
C 2.735 0.667 5.679 0.007 0.008 -0.002
C 1.091 -0.278 1.560 0.054 0.030 -0.061
S 1.325 1.131 0.649 -0.107 0.000 0.017
C -1.377 -3.214 1.693 -0.030 0.018 -0.010
C -2.508 -3.052 2.673 0.019 0.018 0.018
C -3.363 -1.959 2.558 0.008 0.008 0.015
C -4.382 -1.775 3.479 0.006 0.008 0.001
C -4.553 -2.684 4.516 -0.002 -0.007 -0.002
C -3.710 -3.779 4.628 0.004 0.007 0.007
C -2.686 -3.961 3.708 -0.024 -0.025 -0.029
H 0.032 -3.173 3.778 0.020 -0.008 -0.010
H -0.420 -1.474 3.925 -0.008 -0.015 0.012
H 2.252 -2.566 2.870 0.008 -0.001 0.010
H 1.974 -1.658 4.369 -0.015 0.013 0.005
H 3.122 1.071 2.412 -0.030 0.027 0.013
H 3.678 -0.252 3.441 0.011 0.001 -0.031
H 1.008 2.404 3.334 -0.004 -0.002 0.002
H 0.107 3.471 5.363 -0.001 -0.001 0.000
H 0.889 2.755 7.595 0.003 0.003 0.000
H 2.591 0.976 7.795 0.001 0.000 0.000
H 3.499 -0.097 5.770 -0.003 -0.002 0.001
H -0.909 -4.195 1.781 0.012 0.006 0.017
H -1.709 -3.081 0.669 -0.003 -0.023 -0.003
H -3.238 -1.256 1.741 0.002 0.001 0.000
H -5.049 -0.929 3.385 -0.002 -0.002 -0.002
H -5.351 -2.542 5.232 -0.001 -0.001 -0.001
H -3.849 -4.493 5.428 -0.004 -0.004 -0.004
H -2.037 -4.827 3.788 0.005 0.004 0.005
B 2.149 4.495 -3.084 -0.084 -0.019 0.015
C 1.448 3.271 -2.432 0.087 -0.055 -0.021
N 0.932 2.338 -1.969 0.018 0.055 0.129
H 3.010 4.850 -2.320 -0.002 0.004 -0.011
H 1.272 5.313 -3.235 0.019 0.018 -0.024
H 2.582 4.083 -4.137 -0.005 0.002 -0.013
O -1.232 1.356 -3.701 -0.005 -0.234 0.061
N -1.184 0.977 -2.630 -0.070 0.122 0.048
Br -2.690 2.758 -10.240 0.060 -0.050 0.003
C -1.203 1.672 -10.223 -0.089 0.065 -0.007
C -0.447 1.563 -11.388 0.023 -0.011 -0.001
C 0.672 0.766 -11.396 -0.004 -0.001 0.007
C 1.074 0.053 -10.234 0.002 0.004 -0.004
C 0.348 0.140 -9.078 0.005 0.004 -0.019
C -0.805 0.942 -9.041 -0.068 0.040 0.109
I -1.863 1.045 -7.313 0.085 0.011 -0.194
H -0.749 2.110 -12.270 0.001 -0.004 -0.003
H 1.260 0.678 -12.300 0.004 0.004 0.002
H 1.963 -0.561 -10.269 -0.001 -0.003 -0.004
H 0.652 -0.398 -8.193 -0.005 -0.005 0.001
```
Forces are in eV/Å.

Q: Which of these has the highest strongest force on any atom?
A: C25H24N6OS2